Molecular formula: C4H5CaF3NO2P
Method: DFT, wB97M-V/def2-TZVPD

As for the charge: +2. Its highest occupied orbital energy is -16.7 eV. The calculation puts the LUMO energy at -9.9603 eV.

CARTESIAN COORDINATES (ANGSTROEM)
N -1.1622 -0.4211 -0.3411
F -0.5247 1.6849 0.3934
H 2.1715 -1.1503 -1.1208
P 0.3698 -1.1242 0.4637
H 3.0438 -0.2012 0.9061
O -2.8119 -1.8265 0.2804
H 0.4787 -0.3287 1.6201
Ca -4.5734 -1.1161 -0.2053
O -1.7027 1.5212 -1.4398
H 3.3493 0.8895 -0.4594
C 2.5972 0.4608 0.1777
H 2.0657 1.2266 0.7183
F -2.6066 0.0519 1.3789
C -2.2030 -0.7777 0.4403
C -1.1474 1.0411 -0.5397
C 1.6316 -0.3429 -0.6497
F 1.0243 0.4125 -1.6231

Atoms 1-6, force components in eV/Å:
N 0.18 1.46 1.67
F 0.53 0.28 0.52
H -0.08 -0.38 -0.42
P 0.07 -1.93 -0.12
H 0.42 -0.18 0.23
O 0.92 -1.01 1.06

natural (NBO) population analysis, charges in e, atoms 1 to 4: N -0.724; F -0.269; H 0.223; P 0.730